Density functional theory data (the ωB97M-V functional and the def2-TZVPD basis) for a cluster of 2 separate species, C3H2N2O in total.

```
8
C3H2N2O | the OMol25 dataset | the ωB97M-V functional and the def2-TZVPD basis
C -1.439 0.269 0.144
C 0.715 -0.789 -0.186
C -0.174 0.287 -0.470
N -2.389 0.163 0.785
N 1.075 0.348 0.357
O 0.937 -1.970 -0.433
H 0.225 1.168 -1.573
H 1.051 0.523 1.376
```

The gap between HOMO and LUMO comes out at 10.241 eV. The HOMO energy comes out at -10.532 eV. The value obtained for the energy above the lowest of the compared OMol25 structures with the same formula, charge and spin is 59.97 kcal per mole. Its LUMO energy is -0.0107 hartree.

Let us look at the natural (NBO) charges, expressed in e, one per atom: 0.215, 0.662, -0.232, -0.248, -0.558, -0.501, 0.248, 0.414



Density functional theory data (the ωB97M-V functional and the def2-TZVPD basis) for a structure of composition C33H80F2N9NbO9P.

```
135
C33H80F2N9NbO9P | the OMol25 dataset | the ωB97M-V functional and the def2-TZVPD basis
C 3.806 -2.030 0.977
O 2.667 -2.957 0.703
C 2.366 -2.994 -0.734
C 0.916 -3.629 -1.138
C -0.118 -3.890 0.103
Nb -1.748 -2.237 0.253
C -3.204 -0.490 0.350
C -3.152 0.534 -0.936
C -3.144 2.139 -0.469
F -1.941 0.374 -1.795
P 0.156 -0.511 0.543
N 0.989 -0.718 1.918
C -3.385 -3.821 0.236
C -3.199 -5.005 1.395
F -4.767 -3.308 0.376
H 4.855 -2.518 0.687
H 3.816 -1.697 2.120
H 3.718 -1.037 0.323
H 2.532 -1.939 -1.268
H 3.192 -3.704 -1.226
H 1.091 -4.639 -1.704
H 0.384 -2.865 -1.886
H 0.377 -4.121 1.135
H -0.740 -4.868 -0.184
H -1.680 -2.162 -1.564
H -1.765 -2.360 2.094
H -4.320 -0.793 0.536
H -2.880 0.164 1.296
H -4.094 0.425 -1.643
H -2.382 2.774 -1.130
H -4.235 2.572 -0.618
H -2.837 2.287 0.650
H 1.008 -0.529 -0.639
H -0.452 0.798 0.593
H 0.870 0.133 2.545
H -3.327 -4.388 -0.811
H -2.171 -5.562 1.311
H -3.354 -4.608 2.488
H -4.045 -5.811 1.172
C 3.041 -2.611 -4.451
O 2.219 -2.435 -3.560
N 3.945 -1.672 -4.901
C 4.888 -1.959 -5.963
C 3.954 -0.358 -4.294
H 3.119 -3.575 -4.980
H 5.903 -1.828 -5.579
H 4.714 -1.261 -6.787
H 4.771 -2.983 -6.328
H 4.154 -0.462 -3.223
H 2.970 0.102 -4.426
H 4.721 0.274 -4.751
C 3.451 2.095 3.481
O 2.357 2.185 2.938
N 3.721 1.358 4.615
C 5.045 1.302 5.199
C 2.648 0.618 5.244
H 4.336 2.618 3.084
H 5.383 0.261 5.209
H 4.997 1.682 6.223
H 5.755 1.904 4.625
H 2.240 -0.098 4.525
H 1.856 1.315 5.534
H 3.011 0.086 6.128
C 2.117 5.591 6.546
O 2.736 4.672 7.068
N 1.133 5.451 5.590
C 0.446 6.591 5.019
C 0.776 4.122 5.140
H 2.310 6.642 6.816
H -0.624 6.498 5.225
H 0.613 6.600 3.939
H 0.814 7.528 5.447
H 0.431 3.537 5.997
H 1.662 3.639 4.717
H -0.014 4.169 4.384
C 2.351 9.203 3.174
O 1.454 8.785 3.896
N 3.607 8.646 3.056
C 4.616 9.201 2.178
C 3.929 7.468 3.834
H 2.212 10.093 2.540
H 4.902 8.442 1.444
H 5.489 9.481 2.774
H 4.240 10.084 1.654
H 3.231 6.667 3.573
H 3.814 7.701 4.897
H 4.954 7.142 3.637
C -4.979 -8.253 3.074
O -4.702 -7.061 3.027
N -6.051 -8.849 2.444
C -6.312 -10.270 2.548
C -6.945 -8.030 1.652
H -4.365 -8.964 3.648
H -6.289 -10.708 1.546
H -7.301 -10.416 2.990
H -5.562 -10.764 3.172
H -6.373 -7.547 0.855
H -7.380 -7.257 2.292
H -7.742 -8.639 1.216
C 1.345 6.481 0.253
O 1.622 7.673 0.206
N 0.274 5.884 -0.378
C 0.013 4.464 -0.273
C -0.621 6.703 -1.169
H 1.960 5.769 0.827
H 0.035 4.026 -1.275
H -0.977 4.317 0.169
H 0.762 3.970 0.351
H -0.048 7.187 -1.966
H -1.055 7.477 -0.529
H -1.418 6.095 -1.605
C -5.204 2.167 -4.784
O -4.990 3.108 -5.538
N -6.320 2.019 -3.988
C -6.501 0.874 -3.120
C -7.346 3.040 -4.021
H -4.488 1.336 -4.683
H -7.416 0.351 -3.410
H -6.589 1.224 -2.087
H -5.655 0.185 -3.195
H -7.728 3.129 -5.042
H -6.905 3.997 -3.726
H -8.165 2.788 -3.342
C 3.622 -5.942 -6.157
O 3.899 -4.749 -6.203
N 2.551 -6.538 -6.787
C 2.290 -7.959 -6.683
C 1.656 -5.719 -7.579
H 4.237 -6.653 -5.583
H 2.312 -8.397 -7.685
H 1.300 -8.105 -6.240
H 3.039 -8.453 -6.058
H 2.229 -5.236 -8.376
H 1.222 -4.945 -6.939
H 0.859 -6.327 -8.014
```

The gap between HOMO and LUMO comes out at 5.298 eV. The HOMO energy comes out at -3.348 eV. As for the charge: -1. Its LUMO energy is 0.0717 hartree.

These are the Löwdin partial charges, in e, on atoms 1 to 99: -0.152, -0.290, -0.279, -0.294, -0.401, 1.428, -0.389, -0.362, -0.103, -0.212, 0.471, -0.422, -0.487, -0.178, -0.232, 0.085, 0.088, 0.088, 0.082, 0.118, 0.091, 0.052, 0.049, 0.037, -0.098, -0.109, 0.049, 0.038, 0.101, 0.070, 0.070, 0.064, -0.072, -0.079, -0.066, 0.078, 0.058, 0.070, 0.051, -0.285, -0.003, -0.192, -0.072, -0.054, 0.100, 0.085, 0.084, 0.052, 0.088, 0.092, 0.081, -0.330, -0.019, -0.194, -0.069, -0.036, 0.126, 0.086, 0.088, 0.080, 0.083, 0.081, 0.089, -0.342, -0.015, -0.192, -0.083, -0.041, 0.124, 0.090, 0.077, 0.067, 0.093, 0.061, 0.096, -0.302, -0.025, -0.196, -0.066, -0.039, 0.132, 0.090, 0.085, 0.086, 0.089, 0.088, 0.090, -0.312, 0.004, -0.212, -0.075, -0.049, 0.128, 0.085, 0.085, 0.082, 0.093, 0.095, 0.084



Density functional theory data (the ωB97M-V functional and the def2-TZVPD basis) for a cluster of 5 separate species, C18H21BrF4N2O13 in total.

```
59
C18H21BrF4N2O13 | the OMol25 dataset | the ωB97M-V functional and the def2-TZVPD basis
H 0.113 -1.443 4.662
N 0.218 -1.305 3.636
C -0.346 -2.335 3.023
C -0.382 -2.467 1.413
C 0.663 -1.476 0.730
N 1.745 -2.394 0.181
C 2.542 -1.666 -0.861
O 3.575 -2.064 -1.452
C 1.774 -0.276 -1.055
C 0.257 -0.692 -0.616
Br -0.575 1.133 -0.427
H -0.829 -3.115 3.717
H -0.146 -3.573 1.204
H -1.467 -2.321 1.055
H 1.121 -0.628 1.355
H 1.222 -3.031 -0.460
H 1.808 0.250 -2.061
H 2.204 0.392 -0.222
H -0.148 -1.363 -1.446
O -1.160 -3.639 -1.095
C -0.719 -4.753 -1.123
O -0.504 -5.460 -2.265
C 0.144 -6.667 -1.884
C -0.267 -6.809 -0.454
F 0.700 -7.420 0.271
O -0.379 -5.469 -0.013
H 1.225 -6.554 -2.004
H -0.191 -7.504 -2.499
H -1.221 -7.324 -0.310
O -1.642 4.032 0.416
C -0.986 4.829 -0.188
O 0.357 4.720 -0.386
C 0.729 5.784 -1.253
C -0.365 6.777 -1.028
F -0.616 7.492 -2.154
O -1.488 5.963 -0.754
H 0.761 5.419 -2.284
H 1.711 6.180 -0.990
H -0.191 7.456 -0.189
O 2.639 7.636 -0.155
C 2.647 8.661 -0.774
O 1.565 9.166 -1.426
C 1.945 10.445 -1.917
C 3.434 10.329 -1.989
F 4.027 11.524 -1.757
O 3.741 9.458 -0.918
H 1.615 11.216 -1.215
H 1.494 10.642 -2.891
H 3.808 9.906 -2.925
O -4.921 -8.319 0.624
C -4.355 -7.602 1.392
O -3.278 -6.829 1.066
C -2.989 -6.035 2.208
C -3.589 -6.837 3.319
F -4.040 -6.033 4.310
O -4.699 -7.459 2.703
H -3.457 -5.053 2.095
H -1.913 -5.898 2.328
H -2.923 -7.599 3.734
```

The gap between HOMO and LUMO comes out at 9.507 eV. The HOMO energy comes out at -9.171 eV. Its LUMO energy is 0.0124 hartree. Its SMILES is [H]/N=C/C[C@H]1NC(=O)C[C@@H]1Br.O=C1OC[C@@H](F)O1.O=C1OC[C@@H](F)O1.O=C1OC[C@@H](F)O1.O=C1OC[C@@H](F)O1.

Let us look at the natural (NBO) charges, expressed in e, one per atom: 0.339, -0.625, 0.132, -0.483, -0.094, -0.655, 0.698, -0.549, -0.548, -0.240, 0.008, 0.156, 0.239, 0.253, 0.254, 0.366, 0.252, 0.242, 0.239, -0.575, 0.970, -0.467, -0.133, 0.435, -0.322, -0.502, 0.212, 0.216, 0.175, -0.563, 0.964, -0.474, -0.152, 0.443, -0.333, -0.488, 0.190, 0.246, 0.159, -0.577, 0.972, -0.480, -0.131, 0.441, -0.320, -0.475, 0.209, 0.215, 0.159, -0.547, 0.961, -0.497, -0.135, 0.441, -0.321, -0.479, 0.211, 0.212, 0.156



Density functional theory data (the ωB97M-V functional and the def2-TZVPD basis) for an isolated molecule of C19H20N2O6S2.

```
49
C19H20N2O6S2 | the OMol25 dataset | the ωB97M-V functional and the def2-TZVPD basis
O 0.797 4.620 -0.114
C 0.083 3.675 0.125
C -1.440 3.831 0.161
O -2.110 2.652 0.572
C -3.040 2.130 -0.273
O -3.301 2.613 -1.346
C -3.637 0.932 0.308
C -4.607 0.269 -0.348
C -5.278 -0.901 0.111
C -5.102 -1.625 1.270
C -5.964 -2.726 1.368
C -6.793 -2.843 0.292
S -6.535 -1.610 -0.864
N 0.492 2.407 0.380
C 1.787 1.894 0.442
C 2.924 2.681 0.273
C 4.182 2.113 0.375
C 4.329 0.759 0.628
C 3.194 -0.014 0.768
S 3.340 -1.778 1.062
O 4.593 -2.026 1.712
O 2.129 -2.226 1.686
N 3.420 -2.573 -0.407
C 4.617 -2.374 -1.183
C 4.443 -1.190 -2.165
O 3.189 -0.571 -1.987
C 2.125 -1.472 -2.186
C 2.204 -2.644 -1.177
C 1.932 0.530 0.691
H -1.685 4.638 0.859
H -1.786 4.119 -0.840
H -3.271 0.632 1.276
H -4.913 0.657 -1.312
H -4.376 -1.370 2.020
H -5.974 -3.407 2.200
H -7.543 -3.587 0.113
H -0.246 1.743 0.585
H 2.811 3.734 0.071
H 5.054 2.736 0.257
H 5.298 0.298 0.732
H 5.418 -2.197 -0.467
H 4.832 -3.300 -1.727
H 4.537 -1.538 -3.205
H 5.180 -0.405 -1.987
H 1.216 -0.884 -2.052
H 2.153 -1.852 -3.218
H 2.182 -3.607 -1.700
H 1.388 -2.620 -0.457
H 1.077 -0.112 0.839
```

The gap between HOMO and LUMO comes out at 8.267 eV. The HOMO energy comes out at -8.887 eV. The value obtained for the energy above the lowest of the compared OMol25 structures with the same formula, charge and spin is 12.57 kcal per mole. Its LUMO energy is -0.0228 hartree. Its SMILES is O=C(COC(=O)/C=C/c1cccs1)Nc1cccc(S(=O)(=O)N2CCOCC2)c1.

Let us look at the natural (NBO) charges, expressed in e, one per atom: -0.598, 0.661, -0.184, -0.527, 0.758, -0.592, -0.340, -0.096, -0.273, -0.197, -0.256, -0.395, 0.473, -0.623, 0.239, -0.249, -0.181, -0.221, -0.294, 2.324, -0.939, -0.947, -0.650, -0.269, -0.090, -0.523, -0.089, -0.268, -0.248, 0.218, 0.247, 0.217, 0.234, 0.224, 0.230, 0.241, 0.415, 0.260, 0.221, 0.236, 0.241, 0.202, 0.168, 0.201, 0.198, 0.167, 0.202, 0.240, 0.231



Sequential calculated total energy output: -8167.1124 -83619.3253 -129514.5920 -56962.3607 eV